{"formula": "C31H47BN6OPtS4", "method": "the ωB97M-V functional and the def2-TZVPD basis", "symbols": ["Pt", "C", "C", "C", "C", "N", "N", "B", "N", "N", "C", "C", "C", "C", "C", "S", "C", "C", "C", "C", "N", "N", "C", "C", "C", "C", "C", "S", "C", "C", "C", "C", "C", "S", "C", "C", "C", "C", "H", "H", "H", "H", "H", "H", "H", "H", "H", "H", "H", "H", "H", "H", "H", "H", "H", "H", "H", "H", "H", "H", "H", "H", "H", "H", "H", "H", "H", "H", "H", "H", "H", "H", "H", "H", "H", "H", "H", "O", "S", "C", "C", "C", "C", "H", "H", "H", "H", "H", "H", "H", "H"], "positions_angstrom": [[11.3321, 13.2967, 6.3232], [16.1797, 12.0676, 7.3259], [14.9569, 11.7336, 8.1563], [14.8503, 10.7871, 9.1312], [13.6255, 10.5547, 9.8409], [12.5340, 11.2018, 9.5742], [12.6836, 12.2127, 8.6417], [11.3930, 13.0235, 8.6278], [10.0796, 12.3357, 9.0122], [9.8516, 12.4353, 10.3375], [8.6122, 12.1616, 10.7670], [7.5556, 11.8261, 9.8917], [7.8134, 11.9566, 8.5537], [6.7108, 11.9419, 7.5005], [9.1676, 12.0482, 8.0863], [9.5796, 11.7866, 6.3391], [8.5535, 12.1769, 12.2991], [8.1985, 10.7514, 12.7280], [7.4009, 13.0917, 12.6882], [9.8068, 12.5995, 13.0620], [11.4889, 14.4900, 9.0741], [12.2640, 14.6391, 10.1901], [12.3645, 15.8746, 10.6905], [11.6683, 16.9472, 10.1592], [11.0647, 16.7845, 8.9078], [10.5500, 17.9948, 8.1392], [11.0425, 15.4972, 8.3418], [10.3608, 15.3032, 6.7106], [13.2861, 15.9017, 11.9420], [14.3147, 17.0357, 11.7187], [12.4649, 16.3674, 13.1549], [14.0118, 14.5740, 12.1226], [13.7710, 12.4921, 7.9420], [13.6019, 13.6898, 6.6095], [13.5327, 9.4504, 10.9054], [14.3694, 9.8747, 12.0735], [12.0735, 9.2095, 11.3518], [14.2430, 8.2363, 10.3384], [16.9044, 11.2351, 7.3598], [15.9096, 12.2013, 6.2592], [16.6942, 12.9724, 7.7216], [15.6526, 10.0904, 9.3325], [6.5624, 11.4847, 10.2297], [5.8342, 11.3489, 7.8923], [6.3858, 13.0433, 7.3433], [7.2294, 11.5621, 6.5742], [7.2709, 10.2567, 12.3317], [8.9536, 10.0012, 12.4222], [8.0855, 10.6629, 13.8737], [6.4173, 12.7269, 12.1745], [7.3610, 12.9745, 13.7901], [7.5629, 14.1068, 12.2984], [10.6460, 12.0878, 12.5417], [9.9755, 13.6714, 13.0062], [9.7129, 12.2322, 14.1001], [11.6562, 17.8847, 10.7406], [10.8088, 18.9093, 8.6535], [11.0402, 18.0022, 7.1301], [9.4775, 17.9567, 7.9063], [13.7645, 17.9799, 11.8091], [15.1871, 17.0405, 12.4160], [14.7089, 17.1000, 10.6623], [12.0240, 17.3915, 13.1074], [11.5875, 15.6917, 13.4322], [12.9849, 16.3300, 14.0824], [14.6304, 14.3373, 11.2548], [14.7597, 14.6296, 12.9011], [13.4010, 13.6650, 12.2769], [13.8726, 10.7205, 12.5568], [14.4583, 9.1226, 12.9024], [15.4220, 10.1389, 11.7906], [11.7110, 10.1957, 11.6934], [11.4255, 8.8438, 10.5467], [11.9783, 8.5564, 12.2285], [15.2824, 8.3235, 9.9880], [14.4054, 7.5392, 11.2030], [13.6465, 7.7010, 9.5525], [13.4312, 7.3836, 6.6021], [12.4422, 7.9214, 5.6213], [10.8523, 8.1162, 6.6139], [9.8626, 7.0291, 6.0328], [10.5729, 5.9105, 5.2796], [11.7579, 6.5369, 4.5085], [10.5187, 9.1532, 6.6381], [11.1560, 7.9112, 7.6403], [9.1371, 7.6031, 5.3456], [9.1754, 6.6206, 6.8050], [9.7676, 5.4223, 4.6319], [10.8952, 5.1390, 5.9921], [11.5250, 6.9298, 3.5026], [12.7086, 5.9757, 4.4981]], "forces_ev_per_a": [[-0.3137, -0.3675, 0.6505], [0.3365, -0.5663, 0.0822], [0.0838, 0.7542, -0.1695], [-0.1379, -0.2519, -0.0069], [-0.0943, -0.7732, 0.3035], [0.8678, 1.1764, -0.7653], [-1.3339, -0.5046, 1.4626], [0.5846, -0.1011, -2.1815], [0.4540, 0.6513, -0.2628], [-1.5514, -0.0255, -0.7201], [2.6471, -0.2311, 1.1527], [0.2942, 0.1829, -0.0798], [-0.6513, -0.6681, -1.3094], [0.3215, 0.5840, 0.3540], [-0.7828, 0.1313, -0.1084], [0.4170, 0.5768, 1.5159], [-1.6316, -0.4816, -0.3784], [-0.5326, -2.0706, 1.3292], [-1.6065, -0.7977, -0.6800], [0.5874, -0.9998, -1.0789], [1.3758, -0.5287, 0.5894], [-1.1665, 0.9518, -0.8513], [0.9538, -2.7096, 1.2618], [-0.6425, 0.4739, -0.8868], [0.2462, 1.7335, 0.7586], [0.3736, -0.8273, -0.9548], [-0.8824, 0.7148, -0.3504], [0.1720, 0.2107, 1.0125], [-0.0713, 1.1162, -0.2479], [0.5391, 0.7427, -1.2460], [-2.5593, -0.9053, 0.5471], [0.1783, -0.8359, -0.2118], [-0.1503, 0.4691, -0.9094], [0.0554, -1.1088, 0.8568], [0.5224, -0.3291, -0.8363], [0.9104, 0.7415, 1.8001], [0.1767, 0.7145, 0.1176], [-0.3890, -2.6531, 0.1723], [-0.3171, 0.3744, 0.1096], [0.1113, 0.1326, 0.6685], [-0.4649, -0.4934, -0.3653], [0.1865, 0.3126, -0.0227], [0.6030, 0.6027, -0.0320], [0.9217, 0.5604, -0.8772], [0.4511, -1.8242, 0.0828], [-1.5118, 0.2410, 0.6942], [0.4180, 1.1107, 0.0911], [0.1417, 0.5623, 0.2933], [0.2740, 0.3150, -1.7420], [1.5323, 0.5904, 1.2910], [-0.5739, 0.7560, -0.6335], [0.0200, -0.0859, 0.6618], [-0.1466, 0.3880, 0.7886], [0.0152, 0.0943, 0.1463], [0.1566, 0.4307, -0.5097], [-0.0286, -0.3761, -0.7448], [-0.0957, 0.1531, 0.1014], [-0.2293, 0.0974, 0.8494], [0.1875, -0.0532, 0.3678], [0.3656, 0.0199, 0.2944], [-0.9002, -0.1622, -0.4232], [-0.1451, -0.5341, 0.9992], [0.5059, -0.6705, -0.4061], [0.8726, 0.5565, -0.8572], [1.1465, 0.1318, 0.5271], [-0.1668, 0.1866, -0.3529], [-0.1387, 0.2483, 0.5992], [-0.0444, 0.7033, 0.1338], [0.3795, 0.3335, 0.0216], [-0.2302, 0.2689, -1.0601], [-0.9158, -0.0664, 0.2002], [-0.1830, -0.4046, -0.2279], [0.1947, 0.0740, 0.1323], [0.3910, -0.0998, -0.3866], [-0.4877, 0.5474, -0.0852], [-0.5264, 0.2664, -0.7757], [0.6042, 0.4609, 0.5833], [-0.1286, -0.2915, -0.2336], [-1.0458, 0.6579, -0.0271], [0.2401, -1.5958, -0.6046], [-1.6912, 2.1147, -0.0046], [-0.7289, -0.3883, -0.5876], [0.5915, 0.3068, 1.2969], [-0.2012, -0.1197, -0.5834], [0.2529, -0.3546, -0.0440], [1.1269, -0.9155, 0.6475], [0.6255, 0.2117, -0.2439], [1.4052, 0.5335, 0.5276], [0.1893, 0.2646, -0.2695], [0.0854, -0.0060, 0.6289], [-0.6946, -0.3551, -0.3688]], "lowdin_spin": [0.8747, 0.0040, 0.0052, 0.0029, 0.0020, 0.0051, 0.0139, 0.0010, 0.0086, 0.0084, 0.0025, 0.0039, 0.0066, 0.0100, 0.0202, 0.2468, 0.0002, 0.0000, 0.0001, 0.0001, 0.0159, 0.0144, 0.0039, 0.0042, 0.0149, 0.0125, 0.0343, 0.4244, 0.0002, 0.0001, 0.0001, 0.0003, 0.0327, 0.2032, 0.0002, 0.0000, 0.0001, 0.0002, 0.0002, 0.0015, 0.0003, 0.0002, 0.0003, 0.0003, 0.0002, 0.0067, 0.0000, 0.0000, 0.0000, 0.0000, 0.0000, 0.0000, 0.0000, 0.0000, 0.0000, 0.0003, 0.0009, 0.0042, 0.0026, 0.0000, 0.0000, 0.0000, 0.0000, 0.0000, 0.0000, 0.0001, 0.0000, 0.0000, 0.0000, 0.0000, 0.0000, 0.0000, 0.0000, 0.0000, 0.0000, 0.0000, 0.0000, 0.0001, 0.0003, 0.0014, 0.0001, 0.0000, 0.0002, 0.0019, 0.0000, 0.0000, 0.0000, 0.0000, 0.0000, 0.0000, 0.0000], "charge": 2, "s2": 2.0122, "energy_ev": -91146.525, "spin_multiplicity": 3, "homo_lumo_gap_ev": [5.8546, 3.8748], "lumo_energy_ha": [-0.24539, -0.31812], "relative_energy_ev": 0.016}


{"formula": "C31H47BrIrO2P2", "method": "the ωB97M-V functional and the def2-TZVPD basis", "symbols": ["Ir", "C", "C", "C", "C", "C", "C", "H", "H", "H", "C", "H", "H", "H", "C", "H", "H", "H", "C", "H", "H", "H", "C", "H", "H", "H", "C", "C", "C", "C", "C", "C", "C", "C", "H", "H", "H", "H", "H", "H", "H", "H", "H", "H", "H", "H", "P", "P", "C", "C", "H", "H", "H", "H", "C", "H", "H", "H", "C", "H", "H", "H", "C", "H", "H", "H", "C", "H", "H", "H", "Br", "C", "C", "C", "C", "C", "C", "C", "O", "O", "H", "H", "H", "H"], "positions_angstrom": [[1.0361, -2.0947, -2.7298], [0.2853, -0.4620, -1.6252], [-0.2273, -0.2787, -2.9712], [-1.3292, -2.1276, -2.0308], [-0.3137, -1.6838, -1.0848], [-1.2594, -1.2706, -3.1605], [1.2649, 0.3714, -0.8698], [1.6203, 1.1878, -1.5024], [2.1324, -0.2684, -0.6337], [0.8184, 0.7565, 0.0659], [0.0217, -2.3138, 0.2354], [1.0428, -2.7379, 0.2416], [-0.6645, -3.1350, 0.4184], [-0.0543, -1.5924, 1.0671], [-2.2999, -3.2769, -1.8790], [-3.2021, -2.9783, -1.3134], [-1.8819, -4.1194, -1.3237], [-2.6237, -3.6729, -2.8578], [-2.0896, -1.3844, -4.3767], [-3.0735, -1.7580, -4.0797], [-1.6252, -2.0307, -5.1281], [-2.1665, -0.4126, -4.8674], [0.2256, 0.7513, -3.9623], [-0.5025, 1.5663, -4.1191], [0.3386, 0.2569, -4.9317], [1.1994, 1.1801, -3.7112], [2.5006, 0.1321, 2.9967], [2.9361, 1.2513, 2.3889], [4.3270, 1.5674, 1.8853], [4.6621, 0.7741, 0.6041], [4.3383, -0.6519, 0.7856], [4.8356, -1.5966, 1.5720], [4.6564, -1.4708, 3.0368], [3.2382, -1.0626, 3.5688], [5.0622, 1.3209, 2.6693], [5.7067, 0.8995, 0.2477], [4.3476, 2.6542, 1.7030], [3.4089, -0.8575, 4.6404], [1.4241, 0.1254, 3.2517], [2.2036, 2.0558, 2.2004], [2.5523, -1.9279, 3.5186], [5.0106, -2.3617, 3.5878], [5.2321, -2.4797, 1.1385], [5.3172, -0.6439, 3.3120], [3.9894, 1.1769, -0.1761], [3.4262, -0.9934, 0.2931], [3.2464, -1.8012, -2.1782], [1.0135, -3.7596, -4.0294], [3.3214, -2.4559, -3.9513], [2.8288, -3.9055, -4.0059], [4.2644, -2.1652, -4.4420], [2.5343, -1.7865, -4.4052], [3.1448, -4.4232, -4.9193], [2.9538, -4.5644, -3.1293], [0.0490, -5.1818, -3.5883], [-0.7705, -4.8648, -2.9543], [0.7001, -5.8495, -3.0324], [-0.3724, -5.6582, -4.4683], [0.6202, -3.2981, -5.7496], [0.0136, -4.0784, -6.2379], [1.5779, -3.1439, -6.2735], [0.0592, -2.3627, -5.7362], [4.1953, -3.1504, -1.2676], [5.2608, -2.8852, -1.1327], [4.2334, -4.1429, -1.7640], [3.8155, -3.3049, -0.2367], [4.9020, -0.7195, -2.2755], [4.7071, 0.3626, -2.3039], [5.4360, -0.9965, -3.1875], [5.5964, -0.9046, -1.4295], [-3.6958, 2.4638, 3.0783], [-2.3479, 2.7435, 4.3449], [-2.6573, 3.3605, 5.5711], [-1.6301, 3.6303, 6.4921], [-0.3001, 3.2936, 6.1949], [-0.0068, 2.6671, 4.9750], [-1.0175, 2.4093, 4.0385], [-0.6725, 1.8212, 2.6666], [-0.9849, 0.6249, 2.4387], [-0.0919, 2.6465, 1.9097], [-3.6875, 3.6190, 5.7982], [-1.8686, 4.1230, 7.4400], [0.5108, 3.4949, 6.9062], [1.0235, 2.4078, 4.7077]], "forces_ev_per_a": [[-2.0312, 2.4013, 2.8960], [-0.9534, -0.0369, 0.7555], [-0.4084, 0.4096, 0.6915], [1.1932, -0.6615, 1.1758], [-0.8664, 0.7687, 0.3608], [1.6667, 0.5622, -0.8696], [0.2498, 0.0669, 0.1879], [-0.0409, 0.0810, 0.2311], [-0.6815, 0.8728, 0.4598], [0.1958, -0.0891, -0.4224], [0.0837, 0.1842, 0.2864], [-0.3839, 0.2708, 0.0081], [-0.0516, -0.0673, 0.1801], [-0.0547, -0.1748, -0.3009], [-0.0457, -0.0007, -0.1139], [0.3798, 0.1208, -0.3100], [0.1221, 0.1961, 0.0665], [0.0547, 0.3310, 0.4088], [-0.0967, 0.1830, -0.2577], [0.0625, 0.0608, -0.4475], [-0.4378, -0.1617, 0.2270], [-0.2748, -0.0260, 0.1404], [-0.3991, 0.0241, -0.4424], [0.2482, -0.2634, 0.2820], [0.0098, 0.1595, -0.0274], [-0.2472, -0.0328, 0.1259], [-0.2045, 0.7310, 0.1264], [-0.4414, -0.1899, 0.0248], [0.2513, 0.0979, 0.7451], [-0.1331, 0.6042, -0.6280], [-2.1877, 2.7224, -3.7082], [1.6813, -2.7655, 3.3803], [-0.3537, -0.0945, 0.8174], [0.3113, -0.3359, -0.1066], [-0.1416, 0.3113, -0.3170], [-0.3983, 0.2283, 0.4395], [0.3874, -0.4445, -0.0304], [-0.3137, -0.1249, -0.2614], [0.5961, -0.0852, -0.1499], [0.2877, -0.6320, 0.0695], [0.3367, 0.2469, 0.0449], [-0.2356, 0.4003, -0.2924], [0.8661, -0.7778, 0.0131], [0.1917, -0.0355, 0.2804], [0.3977, -0.1257, 0.0835], [-0.6426, 0.2418, -0.0385], [4.8079, -1.7497, -0.8945], [-0.3378, -1.5764, -3.5405], [0.0318, 0.7810, 0.2372], [-0.3143, -1.2101, -0.6669], [-0.2491, -0.7015, 0.1119], [0.8898, -0.4594, -0.4863], [0.1852, -0.1033, 0.2677], [0.8243, 0.4725, -0.3892], [0.1335, -0.4038, 0.0485], [0.0063, -0.0455, 0.1233], [-0.1524, -0.3813, 0.0940], [0.1612, -0.2532, -0.0519], [0.0004, -0.3380, -0.1129], [0.3731, 0.3382, 0.0123], [-0.5112, -0.0644, -0.0131], [0.1843, -0.1141, -0.2465], [-0.1454, -0.8193, 0.7878], [-0.7048, 0.1963, -0.2581], [-0.4249, 0.7086, 0.2000], [-0.0193, 0.0322, -0.6552], [-0.7940, 1.1987, 0.2363], [-0.0058, -0.3715, -0.0709], [-0.4358, -0.1694, -0.0284], [-1.0230, -0.0579, -0.3278], [-0.1534, 0.0313, -0.0170], [-0.0311, 0.8113, 0.7910], [0.5079, -0.4958, -0.3270], [-0.0183, -0.0684, -0.3497], [0.1268, -0.5822, -0.4512], [0.3560, 0.6140, 0.4444], [0.2598, 0.3410, -0.8001], [-1.5259, -2.9928, 1.5675], [1.1141, 2.3149, -0.4658], [-0.0817, 0.1310, 0.0641], [0.1889, -0.0425, -0.0569], [0.0608, -0.1933, -0.4087], [-0.4734, -0.0788, -0.3301], [-0.3588, 0.1507, 0.1779]], "lowdin_spin": [0.8870, 0.0998, 0.1158, 0.0842, 0.0968, 0.0642, 0.0252, 0.0003, 0.0093, 0.0062, 0.0239, 0.0091, -0.0001, 0.0046, 0.0111, 0.0047, 0.0015, 0.0001, 0.0065, 0.0009, 0.0025, 0.0006, 0.0221, 0.0077, 0.0040, 0.0005, 0.0026, 0.0293, 0.0411, 0.1001, 0.6997, 0.6830, 0.1320, 0.0290, 0.0014, 0.0164, 0.0049, 0.0001, 0.0001, 0.0004, 0.0009, 0.0028, 0.0631, 0.0340, 0.0009, 0.0617, 0.0891, 0.1654, 0.0985, 0.0826, 0.0146, 0.0217, 0.0126, 0.0024, 0.0183, 0.0028, 0.0000, 0.0028, 0.0181, 0.0022, 0.0004, 0.0024, 0.0299, 0.0035, 0.0005, 0.0032, 0.0255, 0.0009, 0.0029, 0.0082, 0.0265, 0.0634, -0.0052, 0.0769, -0.0011, 0.0475, 0.0923, 0.0222, 0.0587, 0.6158, -0.0008, 0.0037, -0.0011, 0.0007], "charge": 2, "s2": 8.7762, "energy_ev": -128439.715, "spin_multiplicity": 6, "homo_lumo_gap_ev": [3.9728, 4.5309], "lumo_energy_ha": [-0.26368, -0.30832], "relative_energy_ev": 0.418}